# 1
Below is an isolated molecule of C6H7N at a distorted geometry, with properties calculated with ωB97M-V with the def2-TZVPD basis set.

Results
Lowest unoccupied orbital energy (eV): 0.88
Largest force on an atom (eV Å⁻¹): 1.09
Kohn-Sham gap (hartree): 0.391
Charge: 0
ΔE to the lowest compared entry with this formula, charge and spin (kcal/mol): 19.78

The geometry in XYZ format:
```
14
Properties=species:S:1:pos:R:3:mulliken_charge:R:1
N -0.653 2.906 -1.088 -0.419
C -0.435 1.991 -0.413 -0.138
C -0.160 0.819 0.423 0.506
C 1.239 0.203 0.114 -0.825
C 0.929 -1.226 -0.246 -0.325
C -0.370 -1.500 -0.206 -0.323
C -1.208 -0.313 0.188 -0.827
H -0.200 1.157 1.463 0.294
H 1.742 0.730 -0.705 0.352
H 1.901 0.277 0.983 0.284
H 1.709 -1.931 -0.517 0.392
H -0.813 -2.464 -0.439 0.392
H -1.927 -0.043 -0.593 0.352
H -1.793 -0.502 1.095 0.284
```

***

# 2
Below is a structure of composition C5H7N, with properties calculated with ωB97M-V with the def2-TZVPD basis set.

Results
Lowest unoccupied orbital energy (spin up / spin down) (eV): -0.05 / -0.05
Largest force on an atom (eV Å⁻¹): 0.75
Kohn-Sham gap (spin up / spin down) (hartree): 0.330 / 0.330
Charge: 0
ΔE to the lowest compared entry with this formula, charge and spin (kcal/mol): 152.90

The geometry in XYZ format:
```
13
Properties=species:S:1:pos:R:3:mulliken_charge:R:1
C 1.722 0.550 -0.088 -1.238
C 0.659 -0.510 -0.269 0.337
C -0.468 -0.680 0.694 -0.804
C -0.787 -0.198 -0.735 -0.082
C -1.840 0.600 -0.236 0.037
N -2.710 0.493 0.583 -0.544
H 2.132 0.880 -1.050 0.319
H 2.543 0.148 0.514 0.324
H 1.320 1.426 0.432 0.319
H 1.000 -1.379 -0.834 0.337
H -0.365 0.171 1.372 0.249
H -2.027 -0.583 1.066 0.489
H -1.178 -0.917 -1.449 0.257
```